# 1
A structure of composition C44H50ClMgN2O4PS in a non-equilibrium geometry, computed with wB97M-V/def2-TZVPD.

Energy relative to the best compared isomer or geometry (same formula, charge and spin): 24.8 kcal per mole
Calculated total energy: -95706.32915 eV
HOMO energy: -0.0193 Eh
Largest force on an atom: 1.76 eV Å⁻¹
Lowest unoccupied orbital energy: 4.09 eV
Net charge: -2

Last column: Mulliken charge in e.
Atoms and positions in Å:
Mg (-0.43444, 0.96468, -0.20546)  1.12
Cl (1.51855, -1.05551, 0.07495)  0.86
C (2.00795, -2.70878, -0.16106)  -0.71
C (3.38165, -2.92350, -0.23969)  -0.75
C (3.88115, -4.19884, -0.42402)  -0.72
C (2.99763, -5.26240, -0.53977)  -0.79
C (1.63568, -5.04053, -0.44849)  0.30
C (1.09737, -3.76457, -0.24990)  -0.49
P (-0.70773, -3.45137, 0.09955)  1.17
C (-1.05123, -5.13623, 0.81979)  -0.30
C (-1.95958, -6.07180, 0.33221)  -0.02
C (-2.19294, -7.26238, 1.01199)  -0.71
C (-1.52607, -7.54070, 2.19413)  -0.42
C (-0.62552, -6.61061, 2.70242)  -0.63
C (-0.40639, -5.42239, 2.02927)  -0.18
C (-1.42179, -3.71413, -1.58177)  0.53
C (-0.68828, -4.05444, -2.71567)  -0.51
C (-1.31021, -4.17346, -3.95194)  -0.68
C (-2.67051, -3.93622, -4.07599)  -0.56
C (-3.40853, -3.59323, -2.95224)  -0.61
C (-2.79329, -3.48868, -1.71551)  -0.65
H (4.04273, -2.07142, -0.15504)  0.40
H (4.95088, -4.36094, -0.47007)  0.38
H (3.37133, -6.26867, -0.69044)  0.38
H (0.96007, -5.88330, -0.51789)  0.52
H (-2.48541, -5.87181, -0.59261)  0.32
H (-2.89691, -7.98203, 0.60968)  0.38
H (-1.71726, -8.46248, 2.73071)  0.34
H (-0.09748, -6.81890, 3.62562)  0.38
H (0.28733, -4.68990, 2.43007)  0.32
H (0.37726, -4.22174, -2.64711)  0.31
H (-0.72377, -4.43160, -4.82611)  0.35
H (-3.14615, -3.99586, -5.04772)  0.33
H (-4.46559, -3.37499, -3.04352)  0.41
H (-3.36310, -3.17832, -0.84708)  0.42
C (3.95584, 3.62588, 1.98743)  -1.47
C (3.44620, 2.37727, 2.72834)  0.61
C (3.64547, 1.12603, 1.87918)  -0.83
C (2.03973, 2.47039, 3.34067)  -0.62
C (2.03818, 2.98003, 4.63633)  -0.44
C (0.97038, 2.81684, 5.49810)  -1.51
C (-0.04293, 1.96669, 5.07626)  -0.42
C (-0.11637, 1.45785, 3.78961)  -0.01
C (-1.23451, 0.44433, 3.58068)  0.14
C (-2.52064, 1.12963, 3.10043)  -1.43
C (-0.84974, -0.74057, 2.69709)  -1.69
C (0.82909, 1.88849, 2.79448)  1.20
N (0.58252, 1.82638, 1.44481)  0.16
C (1.20255, 2.83852, 0.70434)  -0.62
C (1.32441, 2.86286, -0.63871)  -0.73
N (0.77333, 1.93691, -1.51607)  0.59
C (1.34118, 1.93899, -2.78865)  -0.04
C (2.76137, 1.84616, -2.92355)  -0.13
C (3.38704, 1.99292, -4.15463)  -0.15
C (2.66298, 2.19667, -5.31127)  -1.42
C (1.28217, 2.22367, -5.21108)  -0.97
C (0.60283, 2.10809, -4.00203)  0.79
C (-0.91022, 2.13101, -4.14772)  0.72
C (-1.67022, 2.93991, -3.08960)  -1.50
C (-1.41994, 0.68993, -4.24011)  -1.10
C (3.64019, 1.43451, -1.75472)  2.44
C (4.31157, 0.08522, -2.03820)  -1.54
C (4.70282, 2.48278, -1.41968)  -1.79
H (5.04907, 3.59786, 1.92668)  0.43
H (3.66580, 4.53242, 2.52429)  0.36
H (3.55515, 3.67239, 0.97860)  0.06
H (4.10332, 2.26558, 3.59781)  0.68
H (2.93887, 1.11876, 1.05774)  -0.58
H (3.48091, 0.22165, 2.46981)  0.36
H (4.66116, 1.10433, 1.47006)  0.45
H (2.93361, 3.48821, 4.98860)  0.36
H (0.96482, 3.25048, 6.49147)  0.31
H (-0.81892, 1.68301, 5.78237)  0.36
H (-1.43088, 0.02579, 4.57512)  0.64
H (-2.32254, 1.69935, 2.19615)  0.09
H (-2.90093, 1.80303, 3.87333)  0.40
H (-3.28003, 0.38322, 2.85483)  0.42
H (-0.88950, -0.47252, 1.65455)  0.06
H (-1.56783, -1.55135, 2.82433)  0.56
H (0.15095, -1.09994, 2.94752)  0.36
H (1.51514, 3.71703, 1.26282)  0.68
H (1.81251, 3.73080, -1.09064)  0.44
H (4.47014, 1.92979, -4.20949)  0.24
H (3.15428, 2.30705, -6.27172)  0.34
H (0.70049, 2.36084, -6.11793)  0.29
H (-1.10919, 2.60740, -5.11489)  0.49
H (-1.82624, 2.36082, -2.18653)  0.20
H (-2.65661, 3.20619, -3.47931)  0.44
H (-1.13108, 3.85600, -2.83817)  0.33
H (-1.09407, 0.12249, -3.37260)  -0.06
H (-1.03719, 0.19988, -5.14099)  0.43
H (-2.50982, 0.65295, -4.23953)  0.39
H (3.00499, 1.30561, -0.88562)  -1.21
H (5.02014, 0.15931, -2.86738)  0.36
H (3.56277, -0.66599, -2.29575)  0.31
H (4.85648, -0.25517, -1.15171)  0.28
H (5.38551, 2.62801, -2.26210)  0.36
H (5.28915, 2.16390, -0.55356)  0.34
H (4.24130, 3.44272, -1.18539)  0.33
O (-1.17317, -0.60858, -1.12604)  0.00
S (-2.57784, -0.19767, -0.68707)  1.16
O (-3.06267, -1.19743, 0.26362)  -0.71
O (-2.33841, 1.13495, -0.02443)  -0.75
O (-3.48880, -0.02536, -1.80546)  -0.76

# 2
A structure of composition C44H50LuN10O4P in a non-equilibrium geometry, computed with wB97M-V/def2-TZVPD.

Energy relative to the best compared isomer or geometry (same formula, charge and spin): 48.8 kcal per mole
Calculated total energy: -112431.40359 eV
HOMO energy: -0.4272 Eh
Largest force on an atom: 1.55 eV Å⁻¹
Lowest unoccupied orbital energy: -4.01 eV
Net charge: +2

Last column: Mulliken charge in e.
Atoms and positions in Å:
Lu (0.32914, 0.58591, -0.11452)  1.76
O (-0.06870, -2.72520, 2.57359)  -0.62
C (-0.21791, -2.03131, 1.58717)  -0.53
N (-0.48245, -0.67209, 1.52022)  0.00
C (-0.79053, 0.00284, 2.68906)  0.30
O (-0.87325, -0.43412, 3.81289)  -0.59
C (-1.12194, 1.46282, 2.46577)  0.37
C (-1.19027, 2.29259, 3.57104)  -0.71
C (-1.66853, 3.57965, 3.40090)  -0.62
C (-2.09949, 3.96563, 2.13890)  -0.98
C (-1.96092, 3.07888, 1.09052)  0.07
N (-1.44566, 1.85299, 1.22484)  -0.09
C (-0.20467, -2.65285, 0.22453)  0.28
C (-0.92873, -3.75031, 0.03131)  -0.20
C (-1.06838, -4.34392, -1.30180)  -0.68
C (-0.36126, -3.85836, -2.31574)  -1.39
C (0.61548, -2.74638, -2.10106)  -0.59
N (0.44695, -1.92931, -0.82855)  0.56
H (-0.89690, 1.89751, 4.53332)  0.54
H (-1.73088, 4.26360, 4.23868)  0.47
H (-2.52759, 4.94465, 1.96454)  0.48
H (-2.27673, 3.36476, 0.09404)  0.43
H (-1.45237, -4.17488, 0.87838)  0.60
H (-1.75908, -5.16895, -1.43883)  0.47
H (-0.42446, -4.26911, -3.31891)  0.53
H (0.61264, -2.06147, -2.94841)  0.72
N (3.07498, 2.08539, 1.08606)  0.02
P (2.78132, 0.04716, 0.99346)  2.44
C (3.31877, 0.03059, 2.74371)  0.54
C (2.41323, -0.36076, 3.72710)  -0.69
C (2.75781, -0.32277, 5.07273)  -0.92
C (4.02614, 0.09750, 5.45214)  -0.84
C (4.94067, 0.48293, 4.47818)  -0.92
C (4.58788, 0.45863, 3.13551)  -0.86
C (4.29251, -0.02575, -0.06200)  0.56
C (4.36246, 0.73892, -1.22593)  -0.35
C (5.45871, 0.63866, -2.07454)  -0.78
C (6.51152, -0.20762, -1.75574)  -0.87
C (6.46008, -0.96279, -0.59043)  -1.04
C (5.35101, -0.88253, 0.24161)  -0.25
C (2.39842, 3.05647, 0.48739)  0.22
C (2.94182, 4.37428, 0.37535)  -1.25
C (2.22506, 5.36716, -0.21282)  -0.58
C (0.94626, 5.08394, -0.73942)  -1.45
C (0.49563, 3.80667, -0.63201)  0.20
N (1.16406, 2.79086, -0.03185)  0.51
H (3.96366, 2.41427, 1.43067)  0.16
H (1.43151, -0.72965, 3.45452)  0.74
H (2.02742, -0.61990, 5.81850)  0.58
H (4.30119, 0.13050, 6.50001)  0.44
H (5.93162, 0.81543, 4.76684)  0.49
H (5.31775, 0.76460, 2.39225)  0.42
H (3.55360, 1.41867, -1.47139)  0.31
H (5.49698, 1.23310, -2.98089)  0.48
H (7.37119, -0.27741, -2.41091)  0.41
H (7.28434, -1.61936, -0.33155)  0.49
H (5.31170, -1.48694, 1.14016)  0.32
H (3.93156, 4.55806, 0.77487)  0.52
H (2.63637, 6.36798, -0.28569)  0.43
H (0.34162, 5.84502, -1.21606)  0.51
H (-0.47520, 3.55005, -1.03985)  0.07
N (-1.67868, 0.82715, -1.76029)  -0.44
C (-1.21602, 1.52781, -2.98072)  0.82
C (-1.83879, 1.01614, -4.30270)  -1.23
C (-2.65021, 2.04071, -5.10249)  -0.88
C (-1.91125, 3.34031, -5.42484)  -0.73
N (-0.52308, 3.08510, -5.80127)  0.03
C (0.16398, 3.58717, -6.80846)  0.75
N (1.48560, 3.36997, -6.84282)  -0.32
N (-0.40814, 4.28820, -7.79223)  -0.35
C (0.31931, 1.44224, -3.05863)  -0.18
O (0.89381, 2.03726, -3.97664)  -0.94
O (0.88175, 0.72775, -2.16334)  -0.12
H (-1.86846, -0.14109, -1.98833)  0.29
H (-2.55713, 1.20838, -1.44064)  0.28
H (-1.45229, 2.58487, -2.85416)  0.07
H (-2.50548, 0.18280, -4.07429)  0.47
H (-1.05343, 0.61198, -4.94273)  0.47
H (-3.56374, 2.30492, -4.56428)  0.34
H (-2.95627, 1.56225, -6.03442)  0.46
H (-1.91360, 4.00675, -4.56140)  0.21
H (-2.44351, 3.86253, -6.21529)  0.45
H (0.03624, 2.58228, -5.09523)  0.34
H (1.93047, 2.90361, -6.06788)  0.18
H (2.05863, 3.70408, -7.59617)  0.18
H (-1.40548, 4.35334, -7.86582)  0.17
H (0.13684, 4.64433, -8.55665)  0.21
C (4.93547, -5.05146, 2.50002)  -0.79
N (3.75135, -4.46125, 3.19881)  0.26
C (2.64982, -5.44543, 3.47152)  -0.74
C (3.27310, -3.15943, 2.59699)  -1.62
C (2.82017, -3.12126, 1.15097)  3.56
C (2.60535, -4.35175, 0.34827)  -1.44
C (2.30139, -4.35433, -0.94708)  -1.89
C (2.08960, -3.08787, -1.71237)  -0.10
C (1.99124, -1.88557, -0.75751)  -1.85
C (2.59407, -1.90952, 0.62046)  -0.10
H (5.17464, -6.01554, 2.94200)  0.35
H (5.77921, -4.37449, 2.61185)  0.34
H (4.71035, -5.17221, 1.44662)  0.44
H (4.07636, -4.17549, 4.11844)  0.36
H (2.34718, -5.93883, 2.55825)  0.35
H (1.79946, -4.90627, 3.88292)  0.33
H (3.01398, -6.18552, 4.17965)  0.39
H (4.08091, -2.44828, 2.74483)  0.43
H (2.43871, -2.85648, 3.21945)  0.14
H (2.77777, -5.31945, 0.80100)  0.23
H (2.24551, -5.29286, -1.49192)  0.38
H (2.80357, -3.01047, -2.53433)  0.57
H (2.29849, -0.98377, -1.28457)  1.22

Q: net charge of number 2 (C44H50LuN10O4P)?
A: +2

Q: What is the largest force on an atom in the first record?
A: 1.76 eV Å⁻¹

Q: The highest HOMO energy belongs to which entry?
A: C44H50ClMgN2O4PS

Q: Which formula does entry 1 have?
A: C44H50ClMgN2O4PS